a) Molecular formula: C4H9NO3
Method: DFT, ωB97M-V/def2-TZVPD

Element x y z (Å)
C1 0.608 -0.340 1.481
C2 0.689 -1.213 0.279
N1 0.332 -0.629 -0.922
C3 -0.282 0.684 -1.077
C4 0.693 1.808 -0.864
O1 0.346 2.950 -0.701
O2 0.956 -2.396 0.307
H1 -0.070 0.514 1.429
H2 0.294 -0.730 2.456
H3 1.594 0.071 1.712
H4 0.061 -1.312 -1.614
H5 -0.602 0.742 -2.101
H6 -1.236 0.814 -0.566
H7 1.761 1.573 -0.978
H8 -2.028 -0.795 1.847
H9 -2.261 -1.240 0.404
O3 -2.588 -0.640 1.082

Its SMILES is CC(=O)NCC=O.O. As for the highest occupied orbital energy: -0.37204 Eh. The value obtained for the frontier orbital gap is 10.61 eV.

b) Molecular formula: C4H9NO3
Method: DFT, ωB97M-V/def2-TZVPD

Element x y z (Å)
C1 1.043 -0.504 -0.530
C2 0.725 -1.056 0.711
C3 1.884 0.704 -0.695
N1 -1.801 -0.042 0.802
C4 -1.254 1.136 -0.054
O1 -1.044 2.159 0.555
O2 -2.490 -1.026 0.042
O3 -0.943 0.691 -1.184
H1 -2.153 -0.822 -0.855
H2 -2.400 0.244 1.572
H3 0.779 -1.047 -1.428
H4 1.276 -0.673 1.567
H5 0.525 -2.125 0.732
H6 -0.500 -0.630 0.973
H7 2.931 0.379 -0.746
H8 1.644 1.232 -1.614
H9 1.779 1.381 0.152

As for the highest occupied orbital energy: -0.34285 Eh. The value obtained for the frontier orbital gap is 9.01 eV.

c) Molecular formula: C4H9NO3
Method: DFT, ωB97M-V/def2-TZVPD

Element x y z (Å)
C1 0.644 2.336 0.744
N1 -0.327 1.361 0.169
C2 0.399 0.057 0.089
C3 -0.411 -0.874 1.013
O1 -0.357 -0.469 2.374
C4 0.140 -0.571 -1.300
O2 0.453 -1.930 -1.323
O3 -0.605 -0.104 -2.095
H1 1.169 1.887 1.577
H2 0.268 3.308 1.084
H3 1.394 2.612 -0.020
H4 -0.478 1.665 -0.789
H5 1.427 0.132 0.426
H6 -0.171 -1.946 0.969
H7 -1.463 -0.755 0.742
H8 -0.617 0.466 2.428
H9 0.607 -2.331 -2.195

Its SMILES is CN[C@@H](CO)C(=O)O. As for the highest occupied orbital energy: -0.35424 Eh. The value obtained for the frontier orbital gap is 10.26 eV.

Which structure is the least stable? The one labeled b).

a) Molecular formula: C4H9NO3
Method: DFT, ωB97M-V/def2-TZVPD

Element x y z (Å)
C1 -1.613 -1.336 -1.064
C2 -0.222 0.614 -0.432
C3 -0.194 1.869 0.474
C4 1.764 -1.772 1.243
H1 -1.136 -2.416 -1.094
H2 -1.289 -0.610 -1.861
H3 -2.768 -1.568 -0.952
H4 -0.423 0.999 -1.423
H5 -1.170 2.403 0.391
H6 0.109 1.457 1.592
H7 1.102 3.470 0.276
H8 1.956 -1.875 2.281
H9 2.350 -2.305 0.441
N1 1.151 -0.692 0.860
O1 -1.237 -0.405 0.001
O2 0.694 2.586 -0.302
O3 0.927 -0.416 -0.432

Its SMILES is C=NO[C@H](CO)OC. As for the highest occupied orbital energy: -0.34530 Eh. The value obtained for the frontier orbital gap is 10.00 eV.

b) Molecular formula: C4H9NO3
Method: DFT, ωB97M-V/def2-TZVPD

Element x y z (Å)
C1 -0.237 -0.891 -1.361
C2 1.069 0.525 0.311
C3 0.810 1.313 1.590
N1 -1.072 -0.902 0.148
C4 -0.274 0.256 -0.400
O1 -2.399 -0.654 0.025
O2 0.782 -1.775 -1.394
O3 -1.124 1.240 -0.648
H1 -2.177 0.565 -0.460
H2 0.637 -2.448 -2.073
H3 -0.709 -1.684 0.683
H4 -0.823 -0.757 -2.267
H5 1.581 -0.417 0.518
H6 1.688 1.104 -0.379
H7 0.257 2.220 1.357
H8 1.759 1.584 2.051
H9 0.233 0.721 2.299

As for the highest occupied orbital energy: -0.31258 Eh. The value obtained for the frontier orbital gap is 8.82 eV.

Which structure is the least stable? The one labeled a).

a) Molecular formula: C4H9NO3
Method: DFT, ωB97M-V/def2-TZVPD

Element x y z (Å)
O1 0.535 0.679 1.821
C1 0.330 -0.105 0.922
N1 1.330 -0.956 0.498
C2 1.479 -1.470 -0.819
O2 1.631 -0.459 -1.819
C3 -1.027 -0.228 0.266
C4 -1.483 1.075 -0.379
O3 -2.798 1.350 0.107
H1 2.183 -0.784 1.013
H2 0.607 -2.017 -1.179
H3 2.315 -2.153 -0.805
H4 2.491 -0.033 -1.738
H5 -1.712 -0.429 1.063
H6 -1.068 -1.065 -0.432
H7 -1.551 0.945 -1.467
H8 -0.824 1.931 -0.218
H9 -3.055 2.213 -0.244

Its SMILES is O=C(CCO)NCO. As for the highest occupied orbital energy: -0.36240 Eh. The value obtained for the frontier orbital gap is 10.50 eV.

b) Molecular formula: C4H9NO3
Method: DFT, ωB97M-V/def2-TZVPD

Element x y z (Å)
O1 0.129 -0.409 -1.822
C1 -0.381 0.467 -0.773
C2 0.510 0.507 0.514
C3 0.486 1.634 -0.533
O2 -1.305 2.470 1.242
N1 1.359 -0.572 0.488
C4 -0.072 -1.904 0.789
O3 -0.495 -2.503 -0.266
H1 -1.439 0.599 -0.621
H2 0.087 0.779 1.498
H3 -0.067 2.541 -0.185
H4 1.546 1.666 -0.844
H5 -1.766 2.917 1.885
H6 2.230 -0.237 0.179
H7 0.620 -2.450 1.435
H8 -0.811 -1.201 1.420
H9 0.192 -1.297 -1.389

As for the highest occupied orbital energy: -0.32962 Eh. The value obtained for the frontier orbital gap is 4.65 eV.

c) Molecular formula: C4H9NO3
Method: DFT, ωB97M-V/def2-TZVPD

Element x y z (Å)
C1 0.710 1.929 1.214
C2 0.803 -1.825 -1.296
C3 0.433 1.895 -0.258
C4 -0.118 -1.407 -0.191
O1 0.095 -1.578 1.004
O2 1.160 1.327 -1.068
H1 1.575 1.304 1.447
H2 0.908 2.959 1.517
H3 0.811 -2.915 -1.369
H4 0.477 -1.405 -2.252
H5 -0.163 1.551 1.751
H6 1.807 -1.449 -1.087
N1 -2.149 -0.339 0.377
O3 -1.265 -0.834 -0.698
H7 -0.475 2.427 -0.587
H8 -2.944 -0.970 0.270
H9 -1.665 -0.671 1.223

Its SMILES is CC(=O)ON.CC=O. As for the highest occupied orbital energy: -0.36393 Eh. The value obtained for the frontier orbital gap is 10.83 eV.

Which structure is the least stable? The one labeled b).

a) Molecular formula: C8H16N2O3
Method: DFT, ωB97M-V/def2-TZVPD

Element x y z (Å)
C1 2.771 -0.734 -0.304
C2 1.468 -1.138 0.318
C3 -0.833 -0.364 0.296
C4 -2.040 -0.897 -0.403
C5 -0.977 0.953 0.937
C6 0.054 1.176 2.011
C7 -1.064 1.978 -0.161
C8 0.178 2.649 -1.037
H1 3.070 1.279 -0.460
H2 3.144 0.504 -1.930
H3 2.961 -1.624 -0.924
H4 3.513 -0.733 0.401
H5 0.875 -0.145 -1.072
H6 -0.834 -0.982 1.143
H7 -2.021 0.880 1.378
H8 1.049 1.413 1.547
H9 -0.207 2.064 2.562
H10 0.117 0.244 2.623
H11 -1.575 2.849 0.400
H12 -1.750 1.686 -1.065
H13 0.906 3.144 -0.322
H14 0.713 1.843 -1.640
H15 -0.230 3.472 -1.684
H16 -0.757 -2.220 -0.985
N1 2.652 0.497 -1.038
N2 0.320 -0.805 -0.413
O1 1.361 -1.690 1.421
O2 -3.133 -0.640 -0.136
O3 -1.618 -1.826 -1.254

Its SMILES is CC[C@H](C)[C@H](NC(=O)CN)C(=O)O. As for the highest occupied orbital energy: -0.35632 Eh. The value obtained for the frontier orbital gap is 10.04 eV.

b) Molecular formula: C8H16N2O3
Method: DFT, ωB97M-V/def2-TZVPD

Element x y z (Å)
C1 -3.242 0.594 -0.537
C2 -1.919 0.461 0.243
C3 0.507 1.125 0.318
C4 1.126 2.515 0.185
C5 1.527 0.146 -0.379
C6 1.238 -1.358 -0.191
C7 1.208 -1.873 1.287
C8 2.201 -2.177 -1.039
H1 -4.746 0.563 0.780
H2 -4.269 -0.914 0.293
H3 -3.466 1.692 -0.529
H4 -3.185 0.227 -1.553
H5 -0.993 1.767 -1.095
H6 0.386 0.898 1.381
H7 1.548 0.406 -1.436
H8 2.499 0.345 -0.117
H9 0.222 -1.615 -0.646
H10 0.391 -1.386 1.881
H11 0.899 -2.921 1.261
H12 2.148 -1.794 1.852
H13 2.078 -3.229 -0.974
H14 2.104 -1.900 -2.051
H15 3.239 -1.962 -0.783
H16 2.693 3.439 0.616
N1 -4.467 0.023 -0.039
N2 -0.848 1.082 -0.321
O1 -1.790 -0.223 1.234
O2 0.745 3.340 -0.653
O3 2.170 2.726 1.010

Its SMILES is CC(C)C[C@H](NC(=O)CN)C(=O)O. As for the highest occupied orbital energy: -0.35064 Eh. The value obtained for the frontier orbital gap is 10.10 eV.

Which structure is the least stable? The one labeled a).